Record 1
Molecular formula: C43H36FeN9O3PS2
Method: DFT, ωB97M-V with the def2-TZVPD basis set

Geometry as XYZ:
```
95
Properties=species:S:1:pos:R:3:forces:R:3
Fe 0.590504 -1.464951 0.068835 0.0 0.3 -0.4
N 3.449698 0.608360 -2.856720 2.0 1.8 -1.0
C 2.452740 -0.098095 -2.394955 -0.2 -0.6 0.8
N 2.528051 -0.855787 -1.363567 -1.7 -0.7 0.5
C 3.663978 -1.003926 -0.609582 -0.5 0.9 -1.1
N 3.721419 -1.788239 0.388593 0.0 -0.9 1.3
N 2.493890 -2.335452 0.732631 1.9 -2.2 1.4
C 2.559963 -3.257176 1.686102 1.2 3.1 -2.2
C 1.294405 -3.697020 2.116231 -2.7 -1.1 0.0
C 1.068778 -4.524989 3.196471 -2.3 -0.6 0.7
C -0.297521 -4.887819 3.579852 2.0 1.5 -3.3
C -1.321957 -4.477540 2.725592 1.3 0.5 -0.4
C -0.993762 -3.688870 1.594322 2.2 0.4 1.2
N 0.259212 -3.278752 1.319704 -1.1 -0.5 1.2
C 4.774140 -0.163614 -1.000125 0.9 0.4 0.2
C 5.971965 -0.070842 -0.257580 -1.1 0.3 -1.4
C 7.013452 0.696067 -0.716013 1.0 -1.3 2.2
C 6.886850 1.515366 -1.795617 0.2 1.1 -0.8
C 5.686589 1.516562 -2.477031 -0.4 -0.8 0.7
C 4.622941 0.647556 -2.131046 1.9 0.3 0.5
H 3.386450 1.269052 -3.639632 -0.4 -0.7 0.6
H 1.572186 -0.002246 -2.949630 -1.6 -0.1 -0.5
H 3.477820 -3.514069 2.218506 -0.1 0.1 -0.4
H 1.877158 -4.962735 3.754589 0.3 0.2 0.2
H -0.425266 -5.575832 4.351785 -0.4 -0.7 1.3
H -2.349972 -4.711850 2.856594 -0.6 -0.3 0.3
H -1.690459 -3.239181 0.936631 -1.1 -0.2 -0.5
H 6.015999 -0.548251 0.681405 0.2 -0.8 0.7
H 7.925394 0.593137 -0.104357 -0.3 0.6 -0.6
H 7.712734 2.225212 -2.014972 -0.8 -0.6 -0.2
H 5.539677 2.222661 -3.231051 -0.3 0.9 -1.3
C -1.658974 -4.881774 -3.957978 0.2 0.4 1.5
N -2.370510 -3.954277 -3.075234 -1.9 -1.1 -0.2
C -3.752074 -3.965903 -2.714308 -0.3 -2.0 -2.4
C -3.887660 -3.215862 -1.636349 1.9 0.3 -0.1
N -2.656353 -2.720443 -1.271283 0.3 0.4 0.6
C -1.762645 -3.185607 -2.145976 0.0 0.9 0.8
S -0.073048 -2.758122 -2.187193 0.0 0.0 0.3
H -1.385277 -4.434116 -4.866493 0.3 0.7 -1.3
H -2.150477 -5.811835 -4.154672 -0.8 -0.3 0.1
H -0.754933 -5.110544 -3.416611 0.5 -0.2 0.0
H -4.591220 -4.516411 -3.219232 1.5 0.5 0.2
H -4.792363 -3.023797 -1.169846 -1.3 0.6 1.1
H -1.825606 -1.489430 0.031150 -0.1 2.2 -0.4
N -1.422300 -0.515136 0.259619 1.1 -3.1 0.1
P -2.008408 0.824621 -0.266797 0.0 0.8 1.6
C -1.467544 1.399137 -1.861900 1.5 1.2 0.8
C -0.658410 2.532958 -2.088453 0.0 0.1 -0.1
C -0.185971 2.831679 -3.375431 -0.7 -1.1 0.2
C -0.479247 2.008488 -4.455063 -1.2 -1.5 1.4
C -1.218627 0.812443 -4.128280 0.5 1.6 -2.9
C -1.676570 0.501267 -2.877264 0.4 0.1 -1.1
C -1.709618 2.052204 1.072587 -0.2 0.5 -2.2
C -1.860204 3.410029 0.921422 -0.3 0.8 0.5
C -1.795168 4.245454 2.024459 0.7 -0.1 0.2
C -1.545257 3.735545 3.288382 0.0 0.1 1.5
C -1.469241 2.349782 3.441281 -0.2 0.3 1.8
C -1.534688 1.569838 2.319351 0.3 -1.8 0.8
C -3.798631 0.814804 -0.372703 0.4 -0.1 -1.2
C -4.427430 -0.200224 0.332246 -1.8 0.5 -1.3
C -5.821672 -0.385859 0.052493 0.8 -0.6 2.1
C -6.505862 0.472272 -0.761493 1.0 2.0 -0.7
C -5.815258 1.597178 -1.358405 -0.4 -1.7 -0.7
C -4.438989 1.712033 -1.318040 -1.5 -2.8 3.6
H -0.302779 3.202306 -1.290282 -0.5 -0.6 -0.2
H 0.371955 3.708338 -3.514028 0.8 1.1 -0.1
H -0.201802 2.243550 -5.485702 -0.1 -0.1 0.4
H -1.568825 0.252347 -5.007395 0.5 -0.3 0.6
H -2.102487 -0.469587 -2.768332 -0.7 -0.4 0.5
H -2.097656 3.875957 0.000029 -0.1 0.2 -1.0
H -1.847469 5.303223 1.890296 -0.2 0.6 -0.1
H -1.429252 4.401237 4.194375 -0.3 -0.7 -1.2
H -1.452181 1.852152 4.460658 0.4 0.8 -1.4
H -1.428728 0.506772 2.352891 0.0 -0.6 0.6
H -3.925006 -0.896115 1.012182 0.0 0.5 -0.4
H -6.281240 -1.151070 0.711214 -0.2 0.4 -1.0
H -7.564138 0.471767 -0.989338 0.0 -0.6 0.4
H -6.431684 2.180047 -2.025118 0.1 0.5 0.0
H -3.863159 2.484317 -1.686486 0.8 1.5 -1.3
O 1.398407 1.697999 -0.103108 -0.3 -1.1 1.6
C 1.528347 1.312389 1.097661 0.6 0.0 -2.7
N 1.545854 0.051186 1.542378 -0.4 -0.4 0.0
S 1.794549 -0.081830 3.180137 -1.7 2.0 -1.4
O 0.554826 -0.523540 3.766417 0.1 0.1 0.4
O 2.965624 -0.814242 3.499501 1.1 -0.6 0.2
C 2.054317 1.737327 3.380904 -0.1 -1.7 -1.0
C 2.406604 2.482619 4.445503 0.2 1.3 1.7
C 2.508271 3.911071 4.208106 -0.3 -2.0 2.1
C 2.247557 4.449881 2.995658 0.5 0.0 -0.3
C 1.957820 3.608995 1.934787 -0.4 1.8 -1.5
C 1.862917 2.290837 2.106651 -0.1 -0.9 2.2
H 2.551085 2.040799 5.483255 -0.1 0.7 -1.5
H 2.663577 4.524171 5.086427 0.3 0.2 -0.1
H 2.380666 5.498820 2.846514 -0.2 0.6 -0.1
H 1.737206 4.001147 0.944301 0.2 0.0 0.1
```
Positions in Å, forces in eV/Å.

Calculated values
* DFT total energy: -4780.168366 Ha
* expectation value of S²: 6.0102
* LUMO level (alpha / beta): -0.019 / -0.021 Eh
* frontier orbital gap (alpha / beta): 6.26 / 6.18 eV
* multiplicity: 5

Atom charges from the Löwdin analysis, given in e for atoms 1 to 6: atom 1 (Fe): 0.636, atom 2 (N): 0.141, atom 3 (C): -0.162, atom 4 (N): 0.107, atom 5 (C): -0.314, atom 6 (N): 0.098

***

Record 2
Molecular formula: C43H37AsBaN6O8S
Method: DFT, ωB97M-V with the def2-TZVPD basis set

Geometry as XYZ:
```
97
Properties=species:S:1:pos:R:3:forces:R:3
Ba -0.025837 -0.659734 0.169089 -0.6 0.4 -0.2
O 6.258653 -1.783876 0.864958 -0.1 0.0 0.0
C 5.064613 -1.130624 0.664068 0.0 0.0 0.1
C 4.686883 -0.697901 -0.595181 -0.1 0.1 -0.2
C 3.442998 -0.095475 -0.744026 0.3 -0.1 0.1
N 2.655141 0.116499 0.303401 -0.5 0.0 0.0
C 3.023701 -0.272878 1.523075 0.3 0.0 0.2
C 4.235772 -0.910102 1.750747 0.0 0.0 0.0
C 2.054686 0.007017 2.717413 0.3 0.4 -0.1
O 2.557134 -0.010229 3.844550 0.1 -0.2 0.0
O 0.869424 0.270108 2.389521 0.0 0.0 0.1
C 2.926738 0.249866 -2.151227 0.2 -0.2 0.0
O 3.778236 0.653507 -2.964759 0.0 0.0 -0.1
O 1.720080 -0.024158 -2.364350 -0.2 0.3 0.3
H 6.675354 -1.893138 0.003686 0.0 0.0 0.0
H 5.325734 -0.822737 -1.463093 0.0 0.0 0.0
H 4.504936 -1.216681 2.751047 0.0 0.0 0.0
N -0.250740 1.086467 -4.245606 0.1 -0.1 0.0
N -1.058707 -0.093834 -4.048412 0.1 -0.2 -0.1
C -1.193490 -0.468852 -2.687761 0.0 0.4 -0.1
O -1.126540 -1.684348 -2.406605 -0.1 -0.4 -0.1
O -1.373379 0.456130 -1.855044 -0.2 0.4 0.1
H 0.641193 0.925083 -3.759222 0.0 0.0 0.0
H -0.048650 1.120092 -5.239617 -0.1 0.0 0.0
H -0.682970 -0.890701 -4.547186 0.1 0.0 0.1
C -3.437132 1.065362 1.346213 -0.1 0.1 0.0
N -2.664280 -0.161672 1.412268 0.5 -0.2 -0.1
C -2.942684 -1.002092 2.334612 -0.3 0.2 -0.1
C -2.261648 -2.237269 2.576394 -0.2 -0.2 0.1
C -2.605614 -3.141158 3.592758 0.1 0.0 -0.1
C -1.701974 -4.201928 3.480362 0.0 -0.1 0.1
C -0.870640 -3.872964 2.405597 0.1 0.0 -0.2
N -1.199311 -2.697515 1.846314 -0.1 0.1 0.0
C -3.305592 1.928263 2.581181 0.0 0.0 0.0
C -2.056818 2.103686 3.177742 0.0 0.0 0.0
C -1.927153 2.914785 4.293323 0.0 0.0 0.0
C -3.033161 3.560215 4.832024 0.0 0.0 0.1
C -4.277257 3.384437 4.249350 -0.1 0.0 0.0
C -4.408493 2.569215 3.132497 0.0 0.0 -0.1
H -4.499340 0.859012 1.150594 0.0 0.0 0.1
H -3.070885 1.637141 0.488410 0.0 0.0 0.0
H -3.784454 -0.808372 3.019643 0.1 0.0 0.0
H -3.398612 -3.014133 4.315838 0.0 0.0 0.0
H -1.636656 -5.084675 4.100114 0.0 0.0 0.0
H -0.038729 -4.442769 2.008335 0.0 0.0 0.0
H -1.182189 1.593907 2.789351 0.0 0.0 0.0
H -0.949323 3.035805 4.741741 0.0 0.0 0.0
H -2.922957 4.191228 5.706394 0.0 0.0 0.0
H -5.151370 3.873836 4.664256 0.0 0.0 0.0
H -5.383982 2.425600 2.679213 0.0 0.0 0.0
O 1.277203 -2.637700 -0.694672 0.2 -0.5 -0.5
As 1.224086 -3.537772 -2.081203 0.2 0.2 0.8
C 2.808363 -4.635523 -1.896746 0.0 -0.1 -0.4
C 3.509912 -4.555728 -0.702362 -0.1 0.1 0.0
C 4.674108 -5.292827 -0.541254 0.0 0.0 0.1
C 5.133289 -6.107528 -1.565260 0.0 0.0 0.0
C 4.436066 -6.182517 -2.763773 0.0 0.0 0.0
C 3.277115 -5.438700 -2.932321 0.0 0.0 0.0
C 1.420028 -2.803329 -3.841285 -0.3 -0.2 -0.1
C 2.569603 -2.109279 -4.177906 0.1 0.1 0.0
C 2.716496 -1.612231 -5.464472 0.1 0.0 0.0
C 1.733013 -1.837757 -6.414476 0.0 0.0 0.0
C 0.587689 -2.549922 -6.079290 0.0 0.0 0.0
C 0.421663 -3.024586 -4.784883 0.1 0.0 -0.1
C -0.283674 -4.723872 -2.026843 0.1 0.0 0.0
C -0.434694 -5.795114 -2.900162 0.0 0.0 0.0
C -1.500958 -6.665422 -2.736259 0.0 0.0 0.0
C -2.400455 -6.469488 -1.695104 0.0 0.0 0.0
C -2.238052 -5.405772 -0.822238 0.0 0.1 0.0
C -1.179032 -4.521774 -0.988221 -0.1 -0.1 0.0
H 3.140201 -3.897307 0.075254 0.0 0.0 0.0
H 5.226295 -5.216457 0.387009 0.0 0.0 0.0
H 6.044032 -6.679548 -1.433614 0.0 0.0 0.0
H 4.801067 -6.807426 -3.570001 0.0 0.0 0.0
H 2.751662 -5.466844 -3.881491 0.0 0.0 0.0
H 3.335906 -1.900959 -3.441683 0.0 -0.1 0.0
H 3.590774 -1.021450 -5.703258 0.0 0.0 0.0
H 1.851480 -1.441939 -7.416324 0.0 0.0 0.0
H -0.191972 -2.713801 -6.813509 0.0 0.0 0.0
H -0.493729 -3.528763 -4.502725 0.0 0.0 0.0
H 0.270038 -5.954624 -3.709176 0.0 0.0 0.0
H -1.625247 -7.498533 -3.417709 0.0 0.0 0.0
H -3.227613 -7.157240 -1.564202 0.0 0.0 0.0
H -2.920161 -5.249559 0.004083 0.0 0.0 0.0
H -1.055651 -3.701244 -0.292605 0.0 0.0 0.0
S -0.339497 3.945975 0.160748 0.1 0.0 0.2
C -0.842663 4.235482 -1.399510 -0.2 -0.1 -0.1
N -1.405924 3.222550 -2.131046 0.1 0.1 0.4
C -1.943341 3.352127 -3.350984 -0.1 0.1 -0.1
C -1.949961 4.564238 -3.982345 0.0 -0.2 0.0
C -1.323172 5.641231 -3.321298 0.0 0.1 0.0
C -0.777503 5.488141 -2.081011 -0.1 0.0 0.0
H -1.381214 2.279596 -1.717845 0.0 -0.1 -0.4
H -2.337435 2.435386 -3.763110 0.0 0.0 0.0
H -2.386240 4.665305 -4.964332 0.0 0.0 0.0
H -1.270444 6.610107 -3.806240 0.0 0.0 0.0
H -0.298865 6.305953 -1.563135 0.0 0.0 0.0
```
Positions in Å, forces in eV/Å.

Calculated values
* charge: -2
* DFT total energy: -5250.988617 Ha
* LUMO level: 0.141 Eh
* frontier orbital gap: 6.11 eV

Atom charges from the Löwdin analysis, given in e for atoms 1 to 6: atom 1 (Ba): 1.968, atom 2 (O): 0.032, atom 3 (C): -0.302, atom 4 (C): 0.036, atom 5 (C): -0.187, atom 6 (N): 0.047

***

Relative energy (zero: lowest compared OMol25 entry of this formula, charge and spin) per entry: 18.33 0.00 kJ/mol